80
Properties=species:S:1:pos:R:3:forces:R:3:mulliken_charge:R:1 method="wB97M-V/def2-TZVPD" total_charge=+3 homo_lumo_gap_ev="7.37 / 7.43" e_tot_ha=-3959.4223
Mn -0.7054 -0.4763 0.0359 0.43 -0.09 -0.04 0.9773
O 0.5061 1.1147 0.3410 -0.19 -0.23 -0.07 -0.6659
S -0.8325 1.4080 1.0381 0.42 -0.05 -0.29 1.6969
C -1.6371 2.7144 0.2238 -0.26 -0.07 0.00 0.5351
C -1.4118 4.0700 0.4119 -0.07 0.02 -0.09 -0.4321
C -2.1048 4.9509 -0.4079 0.06 0.03 0.06 -0.9589
C -2.9717 4.4790 -1.3858 -0.02 -0.06 -0.03 -0.7790
C -3.1531 3.1125 -1.5858 0.00 0.07 0.04 -0.6405
C -2.4897 2.2100 -0.7694 0.00 0.10 0.02 -0.5495
P -2.5949 0.4086 -1.0226 -0.05 -0.01 0.20 1.4821
C -2.7047 0.1492 -2.7848 0.09 -0.02 0.00 0.4094
C -3.9334 -0.0511 -3.4182 0.12 0.03 -0.01 -0.1748
C -3.9698 -0.1576 -4.8005 -0.05 0.01 0.01 -0.8138
C -2.7997 -0.0600 -5.5403 -0.01 0.00 -0.03 -0.5379
C -1.5788 0.1503 -4.9095 0.04 0.02 0.03 -0.8504
C -1.5267 0.2567 -3.5311 -0.05 -0.05 -0.01 -0.7168
C -4.0455 -0.2174 -0.1782 0.05 -0.02 0.00 0.8337
C -4.7095 0.5443 0.7820 -0.07 0.03 0.07 -0.6447
C -5.7897 -0.0023 1.4618 0.04 0.02 -0.02 -0.8032
C -6.2008 -1.3004 1.1881 0.02 -0.05 -0.03 -0.6546
C -5.5309 -2.0678 0.2395 -0.01 0.10 0.04 -0.8045
C -4.4494 -1.5307 -0.4382 0.03 -0.06 -0.14 -0.4623
C -0.6863 1.5017 2.7679 -0.24 0.02 0.03 1.2056
C -0.7902 2.6632 3.5182 0.06 -0.12 0.17 -0.9653
C -0.7374 2.5373 4.9011 0.01 0.07 -0.05 -0.9546
C -0.6040 1.2880 5.4895 0.01 -0.08 0.02 -0.8504
C -0.5176 0.1317 4.7153 0.05 0.03 0.06 -0.7478
C -0.5599 0.2253 3.3350 -0.03 0.05 0.03 -0.3032
P -0.4419 -1.2221 2.2324 -0.02 0.09 -0.03 2.0358
C 1.3062 -1.6494 2.1437 -0.06 -0.02 -0.09 0.5308
C 1.6418 -2.9270 1.6827 0.03 -0.01 0.05 -0.6279
C 2.9738 -3.2803 1.5485 0.00 0.00 0.03 -0.7846
C 3.9712 -2.3620 1.8605 0.00 0.01 0.01 -0.6201
C 3.6393 -1.0873 2.3027 -0.02 0.03 0.00 -0.8340
C 2.3067 -0.7237 2.4420 0.06 0.00 0.02 -0.4875
C -1.3477 -2.5988 2.9093 -0.25 0.06 -0.24 0.4200
C -2.6098 -2.8861 2.3786 0.08 0.05 0.09 0.2019
C -3.3522 -3.9295 2.9075 0.05 0.05 0.00 -0.5258
C -2.8369 -4.6767 3.9586 -0.04 -0.03 -0.01 -0.6912
C -1.5813 -4.3933 4.4824 0.09 0.03 0.02 -0.8590
C -0.8248 -3.3568 3.9594 -0.02 -0.04 -0.01 -0.3263
H -0.6992 4.4419 1.1330 0.01 0.01 0.01 0.5901
H -1.9494 6.0150 -0.2903 -0.01 0.00 -0.02 0.4636
H -3.4970 5.1842 -2.0163 0.00 -0.01 0.00 0.4755
H -3.8008 2.7545 -2.3763 0.00 0.03 -0.01 0.5962
H -4.8488 -0.1091 -2.8466 -0.05 -0.04 0.04 0.4812
H -4.9169 -0.3091 -5.3003 0.00 0.00 0.00 0.4733
H -2.8380 -0.1395 -6.6185 -0.01 -0.01 0.00 0.4410
H -0.6749 0.2388 -5.4968 0.00 0.00 0.01 0.4632
H -0.5760 0.4351 -3.0383 0.01 0.00 -0.01 0.3222
H -4.4140 1.5676 0.9842 0.00 -0.02 -0.01 0.4452
H -6.3212 0.5916 2.1931 0.00 0.00 -0.01 0.5053
H -7.0545 -1.7158 1.7069 0.00 0.01 0.01 0.4724
H -5.8598 -3.0747 0.0214 -0.01 -0.01 -0.01 0.5272
H -3.9320 -2.1224 -1.1862 -0.03 -0.01 0.00 0.5037
H -0.9217 3.6334 3.0671 -0.01 0.01 -0.02 0.2877
H -0.8131 3.4223 5.5181 0.00 -0.01 0.01 0.4725
H -0.5796 1.2065 6.5681 0.00 0.00 0.00 0.4742
H -0.4368 -0.8359 5.1944 0.00 0.02 0.01 0.5376
H 0.8643 -3.6459 1.4545 -0.01 -0.04 0.00 0.5556
H 3.2371 -4.2772 1.2204 0.00 -0.01 0.01 0.5434
H 5.0123 -2.6441 1.7737 0.00 -0.01 0.00 0.4760
H 4.4182 -0.3808 2.5571 0.00 -0.01 0.00 0.4843
H 2.0581 0.2664 2.8047 0.01 -0.01 -0.01 0.3945
H -3.0083 -2.2953 1.5603 -0.01 -0.02 0.06 -0.3247
H -4.3281 -4.1614 2.5030 0.00 0.00 0.00 0.4865
H -3.4144 -5.4938 4.3702 0.00 0.01 0.00 0.4413
H -1.1868 -4.9874 5.2957 0.00 0.00 0.00 0.4502
H 0.1647 -3.1547 4.3516 0.01 -0.01 0.01 0.5003
C 2.5528 -3.4978 -2.9971 0.00 0.03 0.01 -1.0124
N 1.3001 -3.0601 -2.3831 0.07 -0.05 -0.07 -0.1502
C 1.1819 -2.0509 -1.5424 0.03 -0.08 0.01 0.3897
N 2.2437 -1.3236 -1.1987 -0.08 0.01 -0.08 -0.1029
O 0.0047 -1.7957 -1.0712 -0.10 0.31 0.20 -0.5143
H 2.3633 -4.4205 -3.5358 0.00 0.00 0.00 0.3357
H 3.3045 -3.7011 -2.2339 -0.01 -0.02 0.01 0.3348
H 2.9280 -2.7565 -3.7030 -0.01 0.01 0.01 0.3395
H 0.4439 -3.5300 -2.6316 -0.04 0.01 0.03 0.2960
H 3.1604 -1.5408 -1.5545 -0.01 0.01 0.00 0.2778
H 2.1774 -0.6389 -0.4625 -0.01 0.03 0.02 0.0046



95
Properties=species:S:1:pos:R:3:forces:R:3:mulliken_charge:R:1 method="wB97M-V/def2-TZVPD" total_charge=+1 homo_lumo_gap_ev=7.26 e_tot_ha=-2149.7221 e_above_lowest_ev=0.000
C -1.8469 0.8215 1.8655 0.22 0.12 -0.12 -0.4874
C -1.0955 0.9079 3.1931 0.09 0.00 0.03 -0.6085
C -0.2082 -0.3055 3.5312 -0.04 0.06 0.00 -0.6959
C 0.3031 -1.1569 2.3825 -0.49 0.16 0.11 -0.7172
N 1.0590 -0.4322 1.3286 -0.21 0.41 -0.64 0.4121
S 1.9180 1.0117 1.6764 0.75 -0.35 0.34 -0.1789
C 1.1264 -0.9204 0.0954 0.04 -0.65 0.16 -0.2681
N -0.0678 -1.2819 -0.5457 0.17 -1.02 0.28 -0.0724
N 2.3082 -1.0849 -0.5817 0.14 1.11 0.46 -0.4142
H -2.1699 -0.1957 1.6409 -0.22 0.04 0.11 -0.1308
H -2.7127 1.4812 1.8639 -0.08 -0.10 0.03 0.4027
H -1.2147 1.1486 1.0344 0.01 -0.08 -0.01 0.1996
H -1.8062 1.0301 4.0103 -0.01 -0.04 0.00 0.4009
H -0.4795 1.8079 3.2029 -0.08 0.05 -0.05 0.3454
H 0.6486 0.0063 4.1335 -0.05 0.08 0.04 0.4215
H -0.7712 -0.9921 4.1666 0.04 -0.14 0.01 0.1735
H -0.4913 -1.7241 1.8938 -0.03 0.20 -0.15 0.4049
H 1.0119 -1.8921 2.7707 -0.01 0.00 0.01 0.3822
H 1.6707 1.6175 0.5050 -0.27 0.03 0.02 0.2764
H -0.0193 -0.8813 -1.4831 0.11 -0.02 0.00 0.1851
H -0.1175 -2.2900 -0.7422 -0.28 0.01 0.07 0.3889
H 2.5734 -2.0791 -0.5506 -0.14 -0.03 -0.48 0.2222
H 3.0567 -0.5745 -0.1147 0.10 -0.18 -0.01 0.3265
C -3.5241 -2.3963 4.7766 0.08 -0.02 0.06 -0.2982
O -2.2999 -2.4992 5.5073 0.01 0.09 -0.13 -0.5202
H -3.3034 -1.8451 3.8624 -0.01 0.01 0.00 0.0582
H -3.9174 -3.3795 4.5226 -0.05 0.03 -0.02 0.2134
H -4.2790 -1.8465 5.3431 -0.02 0.02 -0.04 0.2596
H -2.4821 -2.9789 6.3195 0.04 -0.02 0.02 0.3018
C 4.8441 4.0528 2.6572 0.01 0.09 -0.09 -0.5863
O 4.7418 2.6266 2.6133 -0.05 -0.04 0.12 -0.4043
H 5.7340 4.2894 3.2360 -0.02 -0.04 0.04 0.2850
H 4.9499 4.4833 1.6602 0.01 0.00 0.00 0.2320
H 3.9812 4.5044 3.1540 0.01 -0.03 0.05 0.3011
H 3.9623 2.3981 2.1029 0.15 0.06 -0.05 0.2255
C 5.3677 -2.8915 -0.3956 0.02 -0.04 0.01 -0.5532
O 4.1750 -3.3646 0.2398 -0.02 0.26 -0.13 -0.5244
H 5.0641 -2.2351 -1.2097 0.01 -0.01 -0.01 0.2461
H 5.9942 -2.3285 0.2984 -0.01 0.01 0.00 0.2704
H 5.9458 -3.7146 -0.8161 -0.01 0.00 -0.02 0.2937
H 4.4377 -3.9465 0.9584 -0.13 -0.06 0.02 0.2927
C -4.5745 -5.9141 6.5211 -0.02 0.01 0.00 -0.5697
O -5.0971 -5.3166 5.3411 0.09 -0.07 0.02 -0.4903
H -4.6169 -5.1594 7.3042 0.00 -0.01 0.01 0.2085
H -5.1691 -6.7731 6.8397 -0.01 0.01 0.01 0.3012
H -3.5358 -6.2315 6.3922 0.00 0.01 0.01 0.2654
H -5.0774 -5.9750 4.6411 -0.07 0.01 -0.03 0.2832
C -3.9600 -0.7298 -1.6249 0.12 0.03 0.07 -0.0572
O -3.4695 -1.5518 -0.5700 0.01 -0.08 -0.02 -0.4562
H -4.8468 -1.2140 -2.0276 0.00 0.01 0.00 0.0507
H -4.2399 0.2652 -1.2743 -0.04 0.00 -0.03 0.1009
H -3.2233 -0.6333 -2.4297 -0.05 0.00 -0.05 0.1502
H -2.6860 -1.1348 -0.2013 0.02 0.02 -0.04 0.2004
C -5.7521 2.9915 -0.6392 -0.03 0.00 -0.03 -0.3884
O -5.3178 2.5587 -1.9229 0.09 -0.03 0.10 -0.4859
H -6.7208 2.5310 -0.4613 0.00 0.01 0.01 0.2200
H -5.0654 2.6751 0.1524 -0.01 -0.01 0.00 0.0596
H -5.8680 4.0767 -0.5940 -0.02 0.00 0.00 0.3005
H -4.4668 2.9676 -2.1006 -0.02 0.05 -0.08 0.2830
C -0.1198 -2.6607 -3.8534 0.00 -0.11 -0.01 -0.3205
O 0.3424 -3.4971 -2.7907 -0.05 0.29 0.34 -0.5168
H -1.0591 -3.0717 -4.2067 0.00 0.01 -0.02 0.0792
H -0.2981 -1.6308 -3.5206 -0.01 0.01 -0.02 0.1581
H 0.5878 -2.6439 -4.6831 -0.02 0.01 -0.02 0.3045
H 1.1965 -3.1662 -2.4991 0.16 -0.15 -0.25 0.2658
C 3.9616 5.3759 -1.1943 0.08 0.05 0.05 -0.4253
O 4.9766 5.7791 -0.2980 -0.08 0.16 -0.03 -0.5031
H 3.0038 5.6327 -0.7421 0.01 0.00 0.02 0.2909
H 4.0528 5.8964 -2.1492 -0.08 -0.06 -0.04 0.1653
H 3.9934 4.2942 -1.3751 -0.02 0.00 -0.03 0.1688
H 5.8255 5.5414 -0.6866 0.02 -0.15 0.08 0.2637
C -7.3326 -3.3516 -2.8731 0.09 -0.03 0.12 -0.3567
O -6.8252 -4.1452 -1.8106 -0.01 -0.02 -0.02 -0.4951
H -8.2113 -3.8621 -3.2595 0.00 0.01 -0.01 0.2633
H -7.6303 -2.3579 -2.5265 -0.01 0.02 -0.05 0.2337
H -6.6031 -3.2517 -3.6829 -0.04 0.04 -0.03 0.0644
H -6.0463 -3.7162 -1.4464 0.00 0.01 0.02 0.2938
C 6.0937 7.3593 -3.9681 0.02 -0.01 0.01 -0.5827
O 5.8720 5.9526 -3.9301 -0.03 0.02 0.03 -0.4959
H 6.9888 7.5537 -3.3825 0.00 0.01 0.00 0.2171
H 6.2582 7.7149 -4.9876 0.01 0.00 0.00 0.3023
H 5.2610 7.9137 -3.5269 0.01 0.00 0.02 0.2677
H 5.0886 5.7626 -4.4527 0.02 -0.03 -0.05 0.2910
C 7.3176 2.5791 0.6296 0.05 -0.02 -0.18 -0.5419
O 6.6940 3.3328 -0.4094 -0.08 -0.06 0.04 -0.4103
H 7.3220 3.1977 1.5215 -0.01 0.01 -0.01 0.1788
H 6.7597 1.6665 0.8486 0.00 0.01 0.06 0.2130
H 8.3466 2.3230 0.3663 0.02 0.02 0.04 0.3122
H 6.6969 2.8018 -1.2099 0.08 0.04 -0.05 0.2513
C -3.7988 -2.3798 -6.0703 0.01 -0.01 -0.01 -0.5263
O -2.3869 -2.3253 -6.2479 -0.02 0.08 0.06 -0.4784
H -3.9849 -3.0106 -5.2033 -0.01 0.00 0.00 0.1364
H -4.2231 -1.3901 -5.8829 0.00 0.00 0.02 0.2882
H -4.2977 -2.8224 -6.9349 0.00 -0.02 0.01 0.3346
H -2.2025 -1.7765 -7.0146 0.02 -0.03 -0.04 0.2717



13
Properties=species:S:1:pos:R:3:forces:R:3:mulliken_charge:R:1 method="wB97M-V/def2-TZVPD" total_charge=0 homo_lumo_gap_ev=10.19 smiles="C#CCBC=C" e_tot_ha=-219.4403 e_above_lowest_ev=1.790
C 3.0078 -0.7850 -0.0735 0.34 -0.27 -0.42 0.0147
C 2.0163 -0.2004 0.2471 -0.28 1.48 0.09 -0.4642
C 0.9551 0.8073 0.4824 -0.25 -0.68 -0.32 -0.4631
B -0.2559 0.4923 -0.5056 -0.95 0.16 0.49 0.0674
C -1.6686 0.2534 0.1428 0.83 1.14 -1.20 -0.1441
C -2.2718 -0.8975 -0.1417 -0.46 0.16 0.30 -0.6198
H 3.8903 -1.1973 -0.4996 -0.03 -0.30 0.24 0.4174
H 0.6386 0.8046 1.5292 0.03 0.03 -0.12 0.2745
H 1.3190 1.8145 0.2276 0.22 -0.25 0.10 0.2178
H -0.1280 0.4256 -1.6888 0.28 -0.19 0.04 -0.0762
H -2.1012 1.0408 0.7647 0.25 -0.77 0.88 0.3041
H -3.0140 -1.2917 0.5514 -0.32 -0.03 -0.61 0.2315
H -2.0454 -1.4071 -1.0757 0.35 -0.50 0.51 0.2400



41
Properties=species:S:1:pos:R:3:forces:R:3:mulliken_charge:R:1 method="wB97M-V/def2-TZVPD" total_charge=0 homo_lumo_gap_ev=10.02 smiles="O=C(NCCCCc1ccccc1)C1CCCC1" e_tot_ha=-753.5070 e_above_lowest_ev=0.081
O 2.4673 1.6777 0.1401 0.46 0.11 0.04 -0.7227
C 1.3288 1.3200 -0.0768 -0.55 0.08 -0.18 0.1602
N 0.6814 0.4159 0.6886 -0.21 -0.29 0.29 0.3698
C 1.2988 -0.2807 1.7911 0.21 0.03 0.26 -0.9024
C 0.6950 0.0979 3.1469 -0.11 0.02 -0.25 -0.7925
C -0.8276 -0.0267 3.2346 0.20 -0.17 0.20 -0.6501
C -1.3731 -1.4424 2.9939 -0.07 0.25 0.06 -1.1528
C -1.4427 -1.8298 1.5429 -0.03 -0.17 0.02 0.4735
C -0.7405 -2.9236 1.0522 -0.09 0.00 0.01 -0.2108
C -0.7956 -3.2597 -0.2895 0.04 -0.05 -0.07 -0.6321
C -1.5613 -2.5087 -1.1644 0.00 -0.04 -0.10 -0.5649
C -2.2846 -1.4296 -0.6854 -0.05 0.05 -0.06 -0.3881
C -2.2263 -1.0955 0.6565 -0.07 -0.07 0.04 -0.2817
C 0.4744 1.8239 -1.2411 0.19 0.14 0.08 0.3203
C 1.1526 3.0005 -1.9635 0.00 0.14 0.01 -0.9797
C 1.2616 2.5900 -3.4331 0.08 -0.03 0.01 -0.6050
C 1.3576 1.0699 -3.3662 -0.14 0.06 -0.10 -0.8152
C 0.3213 0.7151 -2.3040 0.07 -0.13 -0.09 -0.4498
H -0.2520 0.1275 0.4348 0.11 0.10 -0.15 -0.1718
H 1.2112 -1.3582 1.6254 0.12 0.11 0.02 0.3210
H 2.3565 -0.0063 1.7792 -0.11 -0.13 -0.01 0.4807
H 1.1562 -0.5344 3.9084 0.03 0.00 0.09 0.4042
H 0.9612 1.1338 3.3671 0.08 0.00 0.04 0.3652
H -1.2877 0.6694 2.5316 -0.08 0.07 0.02 0.3482
H -1.1238 0.2862 4.2387 -0.07 0.07 -0.06 0.3940
H -0.7599 -2.1616 3.5401 -0.04 -0.06 0.04 0.3483
H -2.3854 -1.4891 3.4064 0.05 -0.08 0.04 0.3689
H -0.1452 -3.5218 1.7284 0.07 -0.02 0.08 0.3965
H -0.2386 -4.1108 -0.6527 0.05 -0.07 -0.03 0.3914
H -1.6015 -2.7672 -2.2119 0.00 -0.02 -0.09 0.4211
H -2.8983 -0.8479 -1.3579 -0.05 0.05 -0.06 0.4138
H -2.8082 -0.2613 1.0242 -0.05 0.10 0.04 0.3475
H -0.5020 2.1045 -0.8367 0.04 -0.04 0.02 0.4788
H 2.1483 3.1299 -1.5353 -0.08 0.04 0.00 0.2998
H 0.6019 3.9313 -1.8361 0.02 0.04 0.04 0.3396
H 0.3594 2.8785 -3.9768 -0.01 0.01 -0.08 0.2859
H 2.1190 3.0450 -3.9259 -0.01 0.07 -0.07 0.3765
H 2.3509 0.7783 -3.0232 0.08 -0.04 -0.02 0.3083
H 1.1592 0.5868 -4.3223 0.07 -0.07 -0.03 0.3839
H -0.6794 0.7554 -2.7387 -0.03 -0.04 -0.01 0.3094
H 0.4712 -0.2823 -1.8896 -0.11 -0.03 0.00 0.2129